Record 1
Entry from the Open Molecules 2025 dataset: an isolated molecule of C2H3F3OSi (wB97M-V/def2-TZVPD).

ORCA input file:
```
! RIJCOSX wB97M-V def2-TZVPD def2/J DEFGRID3
* xyz 0 1
O 0.4338 -2.1096 0.1770
C 0.1572 -0.7252 -0.0839
Si -1.5094 0.0809 0.0922
C 1.3748 0.1398 -0.1366
F 2.5056 -0.4601 -0.4914
F 1.6075 0.6825 1.1031
F 1.1149 1.2380 -0.8796
H -2.7167 -0.7751 0.4111
H -1.0516 1.2035 0.9818
H -1.9161 0.7254 -1.1737
*
```

Computed properties:
- HOMO energy (eV) = -11.0
- electronic energy (eV) = -20197.53498
- SMILES = O=C([SiH3])C(F)(F)F

Record 2
Entry from the Open Molecules 2025 dataset: an isolated molecule of C24H19N3O4S (wB97M-V/def2-TZVPD).

ORCA input file:
```
! RIJCOSX wB97M-V def2-TZVPD def2/J DEFGRID3
* xyz 0 1
C -3.8049 0.7620 -7.2866
O -4.0105 0.2586 -5.9867
C -3.0405 0.4293 -5.0584
C -1.8278 1.0795 -5.2770
C -0.9148 1.1908 -4.2474
C -1.1883 0.6780 -2.9828
C -0.1625 0.8446 -1.9365
O 1.0141 1.0248 -2.1486
N -0.6505 0.7207 -0.6363
N 0.2184 1.0543 0.3960
C 1.1887 0.1704 0.7626
S 1.0803 -1.4010 0.0041
C 2.5439 -2.2184 0.7172
C 2.1622 -3.4751 1.4743
O 2.6402 -4.5429 1.1677
C 1.1732 -3.3371 2.5672
C 0.3975 -4.4538 2.8813
C -0.5469 -4.3908 3.8869
C -0.7175 -3.2158 4.6017
C 0.0634 -2.1087 4.3101
C 1.0041 -2.1626 3.2982
N 2.1001 0.4258 1.6317
C 2.1162 1.6592 2.2238
C 3.1175 1.9531 3.1558
C 3.1413 3.1832 3.7713
C 2.1761 4.1472 3.4801
C 1.1834 3.8750 2.5671
C 1.1406 2.6314 1.9329
C 0.1104 2.3384 0.9515
O -0.8009 3.0584 0.5994
C -2.3990 0.0162 -2.7694
C -3.3078 -0.1084 -3.7941
H -4.7043 0.5082 -7.8450
H -3.6778 1.8489 -7.2801
H -2.9383 0.2952 -7.7645
H -1.5862 1.4970 -6.2414
H 0.0301 1.6872 -4.4083
H -1.5954 1.0449 -0.4593
H 3.0086 -1.4700 1.3613
H 3.2084 -2.4824 -0.1057
H 0.5477 -5.3607 2.3149
H -1.1488 -5.2571 4.1172
H -1.4541 -3.1641 5.3899
H -0.0596 -1.1969 4.8762
H 1.6161 -1.2970 3.0976
H 3.8606 1.2014 3.3712
H 3.9172 3.4067 4.4886
H 2.2113 5.1070 3.9723
H 0.4246 4.6015 2.3191
H -2.6158 -0.4320 -1.8119
H -4.2439 -0.6240 -3.6494
*
```

Computed properties:
- HOMO energy (eV) = -8.5
- electronic energy (eV) = -48692.35772
- SMILES = COc1ccc(C(=O)Nn2c(SCC(=O)c3ccccc3)nc3ccccc3c2=O)cc1

Record 3
Entry from the Open Molecules 2025 dataset: an isolated molecule of C3H6N2OS (wB97M-V/def2-TZVPD).

ORCA input file:
```
! RIJCOSX wB97M-V def2-TZVPD def2/J DEFGRID3
* xyz 0 1
C -0.0251 1.3213 1.2345
N -0.0908 1.3065 -0.2577
N -0.8559 0.2136 -0.7358
C -0.6045 -1.1435 -0.8331
S -1.3288 -2.0766 -2.0353
C 0.7111 -1.7979 -0.2633
O 1.7321 -1.1972 -0.3677
H 0.8089 2.1110 1.5401
H -0.9645 1.7825 1.7578
H 0.4642 0.4915 1.9320
H 0.8957 1.3944 -0.6142
H -1.3788 0.5596 -1.5443
H 0.6364 -2.9651 0.1870
*
```

Computed properties:
- HOMO energy (eV) = -9.0
- electronic energy (eV) = -19068.02579
- SMILES = CNNC(=S)C=O

Record 4
Entry from the Open Molecules 2025 dataset: a structure of composition C35H41AsGeN2PtSSi (wB97M-V/def2-TZVPD).

ORCA input file:
```
! RIJCOSX wB97M-V def2-TZVPD def2/J DEFGRID3
* xyz 1 2
Pt 0.0656 0.7376 0.7722
C 3.8229 -3.6117 2.2712
C 3.0774 -3.6418 1.1002
C 2.6880 -2.4539 0.5004
C 3.0340 -1.2203 1.0575
C 3.7863 -1.2077 2.2331
C 4.1817 -2.3940 2.8336
Si 2.3943 0.3419 0.2797
C 3.3086 1.8641 0.8579
C 4.2190 2.5256 0.0314
C 4.8445 3.6939 0.4480
C 4.5734 4.2149 1.7048
C 3.6827 3.5621 2.5488
C 3.0544 2.4017 2.1254
H 4.1314 -4.5373 2.7395
H 2.8061 -4.5896 0.6539
H 2.1098 -2.4900 -0.4176
H 4.0793 -0.2644 2.6812
H 4.7777 -2.3692 3.7370
H 2.5110 0.2072 -1.1934
H 4.4559 2.1204 -0.9465
H 5.5487 4.1928 -0.2051
H 5.0619 5.1237 2.0310
H 3.4796 3.9627 3.5338
H 2.3480 1.9072 2.7857
C -4.8544 3.6966 2.7081
C -5.4542 2.4807 2.4117
C -4.7330 1.4852 1.7664
C -3.4034 1.6911 1.3925
C -2.8172 2.9208 1.6997
C -3.5304 3.9162 2.3538
Ge -2.4272 0.2485 0.4781
C -2.7106 0.2083 -1.4473
C -1.7260 -0.2938 -2.2969
C -1.9181 -0.3047 -3.6720
C -3.0979 0.1921 -4.2102
C -4.0891 0.6853 -3.3726
C -3.8963 0.6917 -1.9977
C -3.0145 -1.4456 1.2223
C -3.0737 -2.5791 0.4154
C -3.4526 -3.8061 0.9458
C -3.7824 -3.9091 2.2883
C -3.7370 -2.7836 3.1019
C -3.3516 -1.5629 2.5717
H -5.4166 4.4702 3.2143
H -6.4870 2.3059 2.6844
H -5.2129 0.5351 1.5573
H -1.7805 3.1040 1.4324
H -3.0560 4.8620 2.5839
H -0.7964 -0.6722 -1.8817
H -1.1504 -0.7011 -4.3245
H -3.2466 0.1906 -5.2820
H -5.0111 1.0674 -3.7914
H -4.6739 1.0905 -1.3547
H -2.8306 -2.5069 -0.6387
H -3.4965 -4.6796 0.3084
H -4.0829 -4.8635 2.7007
H -4.0093 -2.8611 4.1472
H -3.3296 -0.6874 3.2140
C -0.9562 -0.6073 6.2573
N -0.3934 -0.9727 4.9701
C -0.4855 -0.2321 3.8663
N -1.0746 0.9577 3.9413
S 0.1725 -0.8986 2.4351
H -0.7748 -1.4188 6.9549
H -2.0352 -0.4572 6.1842
H -0.4864 0.2945 6.6560
H 0.1220 -1.8327 4.8832
H -1.4712 1.3006 4.8004
H -1.2292 1.4905 3.0992
C 0.7983 4.1728 -0.0078
As 0.0930 2.5588 -0.8156
C -1.5473 3.2352 -1.5990
C 1.1703 2.3944 -2.4119
H 0.7147 4.9881 -0.7251
H 1.8403 4.0258 0.2696
H 0.2268 4.4174 0.8864
H -1.3327 4.2297 -1.9901
H -2.3348 3.3001 -0.8521
H -1.8729 2.5851 -2.4088
H 1.0093 3.2856 -3.0180
H 0.8681 1.5112 -2.9711
H 2.2203 2.3166 -2.1488
*
```

Computed properties:
- HOMO energy (spin up / spin down) (eV) = -9.6 / -11.0
- electronic energy (eV) = -179251.75094

Which of these has the lowest electronic energy?
C35H41AsGeN2PtSSi